Record 1
A molecular structure, C50H43Br2CsN9O3S2, computed with ωB97M-V/def2-TZVPD.

Summary:
Orbital gap: 6.358 eV
HOMO: -4.84 eV
Energy relative to the best compared isomer or geometry (same formula, charge and spin): 41.0 kcal/mol

```
! RIJCOSX wB97M-V def2-TZVPD def2/J DEFGRID3
* xyz -1 1
Cs 1.116 0.956 1.972
C 0.899 -4.019 0.091
C 2.124 -4.646 0.302
C 3.005 -4.109 1.215
C 2.662 -2.924 1.899
N 1.483 -2.326 1.680
C 0.631 -2.870 0.816
N 3.601 -2.432 2.778
C 3.421 -1.403 3.553
N 2.339 -0.613 3.749
C 2.640 0.294 4.716
N 1.950 1.283 5.165
C 0.665 1.637 4.847
C 0.451 2.990 4.520
C -0.818 3.419 4.215
C -1.868 2.507 4.276
C -1.573 1.213 4.662
N -0.350 0.770 4.942
C 4.046 0.107 5.175
C 4.845 0.801 6.061
C 6.169 0.392 6.192
C 6.666 -0.676 5.451
C 5.855 -1.366 4.555
C 4.543 -0.957 4.432
H 0.175 -4.411 -0.611
H 2.380 -5.547 -0.243
H 3.963 -4.568 1.420
H -0.320 -2.358 0.713
H 1.303 3.655 4.490
H -0.994 4.449 3.932
H -2.884 2.801 4.051
H -2.365 0.476 4.765
H 4.455 1.644 6.617
H 6.828 0.921 6.870
H 7.705 -0.959 5.569
H 6.228 -2.189 3.959
C -0.833 3.583 -1.994
C -0.869 3.424 -0.478
C -1.445 4.663 0.184
O -1.721 2.317 -0.137
C 0.530 3.090 0.120
O 0.697 3.322 1.330
O 1.364 2.523 -0.622
H -1.857 3.606 -2.375
H -0.308 2.744 -2.452
H -0.324 4.509 -2.269
H -2.485 4.797 -0.123
H -0.862 5.541 -0.096
H -1.396 4.540 1.264
H -1.223 1.511 -0.337
S 1.045 0.111 -1.283
C 0.651 -0.650 -2.686
N 1.566 -0.852 -3.684
C 1.194 -1.563 -4.886
C -0.187 -1.124 -5.305
N -1.104 -1.405 -4.214
C -2.433 -1.861 -4.594
C -3.191 -0.794 -5.346
C -3.629 -1.005 -6.648
C -4.320 -0.015 -7.333
C -4.569 1.204 -6.723
C -4.127 1.426 -5.425
C -3.443 0.435 -4.739
C -0.769 -1.082 -2.939
S -1.869 -1.156 -1.699
C 2.916 -0.298 -3.614
C 2.995 1.007 -4.375
C 3.337 1.034 -5.725
C 3.337 2.228 -6.433
C 3.002 3.411 -5.790
C 2.675 3.392 -4.441
C 2.671 2.200 -3.732
H 1.196 -2.646 -4.707
H 1.916 -1.340 -5.669
H -0.517 -1.669 -6.189
H -0.180 -0.054 -5.541
H -2.952 -2.123 -3.676
H -2.324 -2.755 -5.215
H -3.435 -1.958 -7.129
H -4.658 -0.195 -8.346
H -5.111 1.977 -7.253
H -4.315 2.376 -4.941
H -3.106 0.611 -3.724
H 3.616 -1.033 -4.016
H 3.144 -0.123 -2.567
H 3.617 0.115 -6.230
H 3.596 2.234 -7.484
H 3.009 4.344 -6.339
H 2.418 4.314 -3.933
H 2.412 2.198 -2.677
Br -7.788 -1.468 3.348
C -5.955 -1.302 2.850
C -5.610 -0.620 1.702
C -4.253 -0.544 1.407
N -3.311 -1.083 2.163
C -3.654 -1.736 3.274
C -4.989 -1.872 3.658
C -2.531 -2.291 4.091
C -2.744 -3.002 5.272
C -1.628 -3.448 5.959
Br -1.882 -4.440 7.569
C -0.356 -3.185 5.499
C -0.259 -2.465 4.311
N -1.310 -2.050 3.628
H -6.354 -0.166 1.064
H -3.908 -0.021 0.520
H -5.282 -2.396 4.555
H -3.730 -3.212 5.658
H 0.527 -3.515 6.026
H 0.699 -2.204 3.884
*
```

These are the Mulliken partial charges, in e, on atoms 1 to 99: number 1, Cs, carries 1.538; number 2, C, carries -0.740; number 3, C, carries -0.512; number 4, C, carries -0.537; number 5, C, carries 0.237; number 6, N, carries 0.359; number 7, C, carries -0.761; number 8, N, carries -0.694; number 9, C, carries 0.319; number 10, N, carries -0.164; number 11, C, carries -0.168; number 12, N, carries -0.420; number 13, C, carries -0.899; number 14, C, carries -0.127; number 15, C, carries -0.105; number 16, C, carries -0.660; number 17, C, carries -0.195; number 18, N, carries 0.032; number 19, C, carries -0.020; number 20, C, carries 0.027; number 21, C, carries -0.635; number 22, C, carries -0.626; number 23, C, carries -0.001; number 24, C, carries -0.169; number 25, H, carries 0.469; number 26, H, carries 0.374; number 27, H, carries 0.495; number 28, H, carries 0.627; number 29, H, carries 0.370; number 30, H, carries 0.381; number 31, H, carries 0.366; number 32, H, carries 0.411; number 33, H, carries 0.526; number 34, H, carries 0.390; number 35, H, carries 0.384; number 36, H, carries 0.520; number 37, C, carries -1.459; number 38, C, carries 2.650; number 39, C, carries -1.832; number 40, O, carries -0.444; number 41, C, carries -0.488; number 42, O, carries -0.906; number 43, O, carries -0.584; number 44, H, carries 0.376; number 45, H, carries 0.029; number 46, H, carries 0.356; number 47, H, carries 0.444; number 48, H, carries 0.401; number 49, H, carries 0.194; number 50, H, carries 0.143; number 51, S, carries 0.250; number 52, C, carries -0.594; number 53, N, carries 0.440; number 54, C, carries -0.816; number 55, C, carries -0.658; number 56, N, carries 0.248; number 57, C, carries -1.560; number 58, C, carries 0.691; number 59, C, carries -0.392; number 60, C, carries -0.572; number 61, C, carries -0.418; number 62, C, carries -0.662; number 63, C, carries -0.119; number 64, C, carries 0.051; number 65, S, carries -0.108; number 66, C, carries -2.062; number 67, C, carries 0.907; number 68, C, carries -0.297; number 69, C, carries -0.730; number 70, C, carries -0.391; number 71, C, carries -0.761; number 72, C, carries -0.163; number 73, H, carries 0.316; number 74, H, carries 0.324; number 75, H, carries 0.540; number 76, H, carries 0.231; number 77, H, carries 0.442; number 78, H, carries 0.439; number 79, H, carries 0.338; number 80, H, carries 0.362; number 81, H, carries 0.372; number 82, H, carries 0.405; number 83, H, carries 0.433; number 84, H, carries 0.607; number 85, H, carries 0.574; number 86, H, carries 0.378; number 87, H, carries 0.376; number 88, H, carries 0.379; number 89, H, carries 0.433; number 90, H, carries 0.513; number 91, Br, carries -0.213; number 92, C, carries 0.022; number 93, C, carries -0.850; number 94, C, carries -0.195; number 95, N, carries 0.090; number 96, C, carries 1.053; number 97, C, carries -0.898; number 98, C, carries 0.340; number 99, C, carries -0.831

Record 2
A molecular structure, C50H43Cl72F8N4O3, computed with ωB97M-V/def2-TZVPD.

Summary:
Orbital gap: 7.612 eV
HOMO: -11.16 eV

```
! RIJCOSX wB97M-V def2-TZVPD def2/J DEFGRID3
* xyz 1 1
C 1.584 4.623 -5.427
C 2.305 3.577 -5.418
C 3.314 2.366 -5.442
C 2.690 0.989 -5.957
C 1.243 0.662 -5.356
C 1.307 0.402 -3.761
C 1.492 -1.155 -3.426
C 1.655 -1.459 -1.852
C 3.163 -1.275 -1.308
C 4.119 -0.400 -2.240
C 3.188 -0.563 0.150
C 4.641 -0.521 0.815
N 1.179 -2.873 -1.661
C 1.746 -3.811 -2.649
C 0.708 -4.861 -3.297
O 2.927 -3.897 -3.000
C 1.349 -3.373 -0.289
C 0.305 -3.102 0.906
O 2.319 -4.112 0.028
N 0.740 -0.615 -0.992
C 0.335 0.626 -1.636
N 0.129 1.668 -0.835
C 0.301 1.611 0.641
C -1.093 1.026 1.233
O -0.872 0.324 2.483
C -1.890 0.706 3.449
C -1.983 -0.342 4.642
F -1.827 -1.678 4.235
F -0.905 -0.032 5.522
C -3.353 -0.075 5.461
F -3.723 1.272 5.205
F -3.111 -0.202 6.861
C -4.552 -1.049 5.069
F -5.680 -0.650 5.846
F -4.319 -2.399 5.402
C -5.026 -0.934 3.539
F -4.257 -1.747 2.674
F -6.387 -1.326 3.406
C -0.338 2.989 -1.408
C -1.937 3.059 -1.543
C -2.477 2.670 -2.983
C -2.300 3.604 -4.180
C -2.825 3.123 -5.560
C -3.506 1.729 -5.688
C -3.693 0.836 -4.448
C -3.182 1.296 -3.081
N 0.068 0.851 -3.055
H 0.929 5.511 -5.168
H 3.647 2.203 -4.354
H 4.273 2.668 -5.996
H 2.737 0.966 -7.092
H 3.386 0.155 -5.578
H 0.850 -0.244 -5.916
H 0.552 1.554 -5.565
H 2.154 1.065 -3.388
H 2.345 -1.547 -4.061
H 0.525 -1.663 -3.796
H 3.715 -2.272 -1.151
H 5.193 -0.490 -1.840
H 4.187 -0.780 -3.323
H 3.893 0.727 -2.213
H 2.478 -1.053 0.894
H 2.899 0.534 -0.056
H 5.215 -1.493 0.735
H 4.563 -0.101 1.868
H 5.248 0.256 0.218
H 0.012 -5.245 -2.466
H 0.034 -4.386 -4.076
H 1.316 -5.743 -3.662
H 0.505 -3.761 1.812
H -0.748 -3.349 0.543
H 0.313 -1.991 1.200
H -0.146 -1.163 -0.916
H 1.099 0.887 0.993
H 0.505 2.618 1.125
H -1.559 0.249 0.518
H -1.897 1.843 1.331
H -1.619 1.747 3.815
H -2.892 0.681 2.888
H -4.978 0.146 3.194
H 0.219 3.280 -2.350
H -0.063 3.784 -0.624
H -2.486 2.449 -0.756
H -2.210 4.165 -1.384
H -1.775 4.586 -3.983
H -2.659 3.810 -6.453
H -3.880 1.303 -6.672
H -4.183 -0.197 -4.493
H -3.296 0.615 -2.169
H -0.707 0.219 -3.307
C 6.157 -6.312 -2.319
Cl 4.902 -5.495 -1.367
Cl 6.642 -7.808 -1.496
Cl 5.518 -6.702 -3.930
Cl 7.566 -5.243 -2.486
C -1.409 -7.084 1.640
Cl -0.025 -7.714 2.554
Cl -2.704 -8.296 1.614
Cl -2.003 -5.598 2.412
Cl -0.903 -6.722 -0.026
C 1.881 1.980 7.694
Cl 2.873 2.189 6.235
Cl 1.865 3.495 8.621
Cl 0.223 1.555 7.228
Cl 2.564 0.680 8.690
C 3.867 7.332 8.053
Cl 4.584 5.840 7.410
Cl 3.386 8.385 6.706
Cl 2.438 6.930 9.029
Cl 5.059 8.172 9.065
C 2.547 8.508 -6.485
Cl 2.348 6.774 -6.127
Cl 1.847 8.868 -8.077
Cl 1.715 9.467 -5.242
Cl 4.275 8.919 -6.491
C 7.595 3.212 8.287
Cl 8.587 3.420 6.828
Cl 7.580 4.727 9.213
Cl 5.936 2.787 7.819
Cl 8.278 1.914 9.287
C -2.800 7.458 -5.764
Cl -4.027 7.696 -7.017
Cl -1.190 7.761 -6.451
Cl -3.096 8.588 -4.427
Cl -2.871 5.784 -5.144
C 4.200 -2.639 6.576
Cl 4.058 -3.524 8.109
Cl 4.415 -3.793 5.243
Cl 2.727 -1.687 6.304
Cl 5.602 -1.551 6.649
C 7.091 -11.729 -0.764
Cl 6.841 -13.445 -0.388
Cl 6.424 -11.373 -2.372
Cl 6.268 -10.730 0.453
Cl 8.828 -11.365 -0.751
C -1.450 0.569 11.030
Cl -2.658 1.267 12.129
Cl -0.829 -0.945 11.718
Cl -2.203 0.238 9.454
Cl -0.111 1.717 10.817
C -7.077 -0.406 -0.690
Cl -8.327 -0.275 -1.943
Cl -5.486 -0.056 -1.404
Cl -7.412 0.762 0.606
Cl -7.077 -2.049 -0.021
C -11.527 -1.524 -4.201
Cl -11.523 -2.349 -2.630
Cl -10.272 -0.266 -4.206
Cl -11.189 -2.703 -5.482
Cl -13.116 -0.769 -4.496
C -2.543 9.857 -0.444
Cl -1.941 9.633 1.211
Cl -1.168 10.026 -1.556
Cl -3.515 8.446 -0.917
Cl -3.547 11.318 -0.517
C 6.162 -4.337 2.177
Cl 5.981 -5.654 3.355
Cl 7.338 -4.812 0.937
Cl 4.589 -4.006 1.417
Cl 6.737 -2.875 3.007
C -6.717 3.934 -7.164
Cl -5.211 3.190 -6.553
Cl -7.475 2.842 -8.343
Cl -7.831 4.207 -5.809
Cl -6.353 5.478 -7.950
C -14.648 -0.435 -0.249
Cl -14.894 -2.023 0.507
Cl -13.457 0.490 0.689
Cl -14.052 -0.655 -1.909
Cl -16.188 0.448 -0.285
C 3.274 -15.939 -0.769
Cl 4.686 -16.817 -0.145
Cl 2.464 -16.924 -2.004
Cl 2.145 -15.611 0.561
Cl 3.803 -14.405 -1.489
C 5.140 5.536 3.512
Cl 5.146 5.101 1.788
Cl 6.260 4.477 4.393
Cl 5.651 7.225 3.698
Cl 3.500 5.339 4.165
*
```

These are the Mulliken partial charges, in e, on atoms 1 to 99: number 1, C, carries -0.713; number 2, C, carries 0.235; number 3, C, carries -0.072; number 4, C, carries -0.726; number 5, C, carries -0.872; number 6, C, carries 0.917; number 7, C, carries -2.110; number 8, C, carries 1.007; number 9, C, carries 0.779; number 10, C, carries -1.261; number 11, C, carries 0.323; number 12, C, carries -1.380; number 13, N, carries 0.231; number 14, C, carries 0.383; number 15, C, carries -1.132; number 16, O, carries -0.396; number 17, C, carries 0.488; number 18, C, carries -0.692; number 19, O, carries -0.582; number 20, N, carries 0.981; number 21, C, carries -2.065; number 22, N, carries 0.738; number 23, C, carries -0.761; number 24, C, carries -0.157; number 25, O, carries -0.299; number 26, C, carries -0.478; number 27, C, carries 0.591; number 28, F, carries -0.150; number 29, F, carries -0.236; number 30, C, carries 0.270; number 31, F, carries -0.287; number 32, F, carries -0.161; number 33, C, carries 0.825; number 34, F, carries -0.292; number 35, F, carries -0.246; number 36, C, carries 0.039; number 37, F, carries -0.169; number 38, F, carries -0.276; number 39, C, carries -0.510; number 40, C, carries -0.889; number 41, C, carries 0.720; number 42, C, carries -0.334; number 43, C, carries -0.790; number 44, C, carries -1.152; number 45, C, carries -0.407; number 46, C, carries -0.121; number 47, N, carries 0.618; number 48, H, carries 0.331; number 49, H, carries 0.017; number 50, H, carries 0.464; number 51, H, carries 0.420; number 52, H, carries 0.261; number 53, H, carries 0.382; number 54, H, carries 0.156; number 55, H, carries -0.721; number 56, H, carries 0.515; number 57, H, carries 0.370; number 58, H, carries 0.120; number 59, H, carries 0.540; number 60, H, carries 0.190; number 61, H, carries 0.179; number 62, H, carries 0.049; number 63, H, carries -0.126; number 64, H, carries 0.185; number 65, H, carries 0.384; number 66, H, carries 0.296; number 67, H, carries 0.134; number 68, H, carries 0.267; number 69, H, carries 0.356; number 70, H, carries 0.376; number 71, H, carries 0.210; number 72, H, carries -0.101; number 73, H, carries 0.597; number 74, H, carries -0.160; number 75, H, carries 0.615; number 76, H, carries 0.036; number 77, H, carries 0.559; number 78, H, carries 0.363; number 79, H, carries 0.149; number 80, H, carries 0.219; number 81, H, carries 0.336; number 82, H, carries 0.576; number 83, H, carries 0.231; number 84, H, carries 0.408; number 85, H, carries 0.565; number 86, H, carries 0.718; number 87, H, carries 0.580; number 88, H, carries 0.410; number 89, H, carries 0.101; number 90, H, carries 0.312; number 91, C, carries 0.023; number 92, Cl, carries 0.110; number 93, Cl, carries 0.043; number 94, Cl, carries -0.123; number 95, Cl, carries -0.105; number 96, C, carries 0.267; number 97, Cl, carries -0.078; number 98, Cl, carries -0.093; number 99, Cl, carries -0.029